Record 1
DFT (ωB97M-V/def2-TZVPD) results for 2 unconnected molecules or ions with the total composition C4H11ClN2.

```
18
Properties=species:S:1:pos:R:3
H -1.586 -0.440 2.762
N -0.780 -0.213 2.201
N -0.932 -0.168 0.964
C 0.165 0.126 0.104
C 1.287 0.634 0.906
C 0.428 -1.155 -0.735
C -0.549 1.082 -0.937
H 2.049 1.092 0.262
H 1.062 1.252 1.690
H 1.843 -0.136 1.298
H -0.310 -1.597 -1.455
H 0.721 -1.964 0.103
H 1.328 -1.161 -1.372
H -1.513 0.881 -1.078
H -0.629 2.007 -0.507
H 0.041 1.305 -1.776
Cl -3.538 -2.148 -0.695
H -3.111 -1.074 0.062
```

Properties
Electronic energy   -728.60891 a.u.
HOMO energy   -9.020 eV
Spin multiplicity   1
E_LUMO   0.030 Ha
ΔE to the lowest compared entry with this formula, charge and spin   78.4 kJ/mol
Gap between HOMO and LUMO   9.82 eV
SMILES   [H]/N=N/C(C)(C)C.Cl
Maximum force   4.63 eV Å⁻¹

=====

Record 2
DFT (ωB97M-V/def2-TZVPD) results for a molecular structure, C4H11CuO3.

```
19
Properties=species:S:1:pos:R:3
C -2.514 1.313 0.021
O -0.476 0.625 0.035
C -0.358 -0.750 0.246
C 0.960 -1.268 -0.294
O 1.982 -0.428 0.225
C 3.292 -0.821 -0.130
Cu 1.254 1.592 0.228
H -2.070 2.232 -0.393
H -2.696 0.558 -0.757
H -2.465 1.101 1.102
H -1.164 -1.330 -0.243
H -0.429 -0.989 1.327
H 0.978 -1.225 -1.397
H 1.135 -2.311 0.019
H 3.981 -0.067 0.270
H 3.527 -1.804 0.305
H 3.402 -0.871 -1.225
O -4.150 1.857 0.019
H -4.191 2.586 0.643
```

Properties
Electronic energy   -2025.07852 a.u.
HOMO energy (spin up / spin down)   -0.994 / -3.540 eV
Spin multiplicity   2
E_LUMO (spin up / spin down)   0.130 / 0.129 Ha
ΔE to the lowest compared entry with this formula, charge and spin   20.7 kJ/mol
Gap between HOMO and LUMO (spin up / spin down)   4.54 / 7.04 eV
Total charge   -1
Maximum force   3.80 eV Å⁻¹

=====

Record 3
DFT (ωB97M-V/def2-TZVPD) results for 2 unconnected molecules or ions with the total composition C4H11FN3.

```
19
Properties=species:S:1:pos:R:3
C 0.299 0.586 -1.152
C 0.692 -2.029 -0.821
C -0.788 -0.051 1.005
C 0.955 -0.551 -0.676
N 0.716 1.824 -0.742
N -0.156 0.696 1.853
N -1.829 0.277 0.303
F 2.012 -0.305 0.182
H -0.453 0.496 -1.952
H 1.063 -2.373 0.126
H -0.397 -2.239 -0.707
H 1.068 -2.638 -1.624
H -0.661 -1.151 0.918
H 0.306 2.630 -1.154
H -0.345 1.735 1.919
H 0.663 0.321 2.326
H 1.384 2.061 0.043
H -2.216 1.211 0.302
H -2.311 -0.499 -0.148
```

Properties
Electronic energy   -422.85855 a.u.
HOMO energy   -11.886 eV
Spin multiplicity   1
E_LUMO   -0.112 Ha
ΔE to the lowest compared entry with this formula, charge and spin   161.2 kJ/mol
Gap between HOMO and LUMO   8.85 eV
Total charge   +1
Maximum force   3.97 eV Å⁻¹